16
Properties=species:S:1:pos:R:3:mulliken_charge:R:1 method="wB97M-V/def2-TZVPD" smiles=Cc1ccc[nH]1.O e_above_lowest_kj_mol=82.4 e_tot_ev=-8868.35854 lumo_energy_ev=0.899 gap_ev=9.2
C -1.0272 1.5398 -0.6053 -1.114
C -0.4847 0.4708 0.2771 -0.315
C 0.5637 0.4300 1.1567 -0.151
C 0.6981 -0.9062 1.6052 -0.262
C -0.2433 -1.6597 0.9764 -0.498
N -1.0158 -0.7997 0.2236 -0.123
H -2.0600 1.3719 -0.9082 0.347
H -0.9319 2.5097 -0.1215 0.328
H -0.4526 1.6054 -1.5024 0.245
H 1.1073 1.2512 1.5955 0.416
H 1.4165 -1.2286 2.3412 0.385
H -0.4424 -2.7121 1.0868 0.401
H -1.5711 -1.1074 -0.5580 0.246
O 1.4884 0.0897 -1.9650 -0.665
H 1.0203 -0.2383 -1.1840 0.472
H 1.9347 -0.6164 -2.4183 0.287



14
Properties=species:S:1:pos:R:3:mulliken_charge:R:1 method="wB97M-V/def2-TZVPD" e_above_lowest_kj_mol=460.5 e_tot_ev=-9738.26088 lumo_energy_ev=0.807 gap_ev=9.4
N 1.2406 1.4551 0.1067 -0.299
N 1.6938 0.3746 -0.5494 -0.395
C 1.3475 -0.8026 -0.2283 -0.117
C 0.0648 -1.0290 0.7305 -0.674
C -1.0689 -0.9592 -0.3712 0.051
N -1.8673 0.0184 -0.6015 -0.470
O -1.6280 1.2101 0.1343 -0.381
H 0.3642 1.4677 0.3297 0.213
H 1.7170 2.2442 -0.3570 0.266
H 1.8584 -1.6114 -0.7278 0.418
H -0.1038 -2.0244 1.0790 0.284
H -0.1963 -0.3005 1.5054 0.395
H -1.0511 -1.8513 -0.9841 0.362
H -2.3709 1.8083 -0.0662 0.349



18
Properties=species:S:1:pos:R:3:mulliken_charge:R:1 method="wB97M-V/def2-TZVPD" smiles=CB(O)C(C)(C)O e_above_lowest_kj_mol=328.4 e_tot_ev=-9097.14499 lumo_energy_ev=0.392 gap_ev=9.2
C 1.8254 -0.9561 -0.2480 -1.022
B 0.9369 0.3882 -0.1086 0.537
O 1.5979 1.5451 0.2726 -0.736
C -0.6627 0.4656 -0.1454 0.754
C -1.1476 -0.2352 1.5241 -1.309
C -1.3371 -0.3680 -1.2514 -1.432
O -1.1851 1.7242 -0.1463 -0.560
H 1.2025 -1.8447 0.2704 0.199
H 2.7112 -0.9431 0.2668 0.397
H 2.1319 -1.1880 -1.2790 0.314
H 2.5789 1.7119 0.2982 0.323
H -2.1225 -0.0801 1.4097 0.528
H -0.5007 0.2739 2.1210 0.412
H -0.8545 -1.3527 1.5050 0.217
H -0.9546 -1.3048 -1.6580 0.307
H -2.3048 -0.4498 -0.8630 0.370
H -1.3387 0.2680 -2.0994 0.414
H -0.5763 2.3454 0.1312 0.289



16
Properties=species:S:1:pos:R:3:mulliken_charge:R:1 method="wB97M-V/def2-TZVPD" smiles="CC1=CON=NNC1=[NH2+]" e_above_lowest_kj_mol=376.4 e_tot_ev=-12257.77797 total_charge=+1 lumo_energy_ev=-5.676 gap_ev=8.4
C -0.7474 -0.9815 0.4076 -1.674
C -0.4469 0.4846 0.5620 0.733
C -0.9494 1.1721 1.6224 -0.348
O -1.0818 2.5470 1.8316 -0.222
N -0.7532 3.5373 0.9935 0.019
N -0.0918 3.4200 0.0032 -0.469
N 0.3705 2.3162 -0.6511 0.135
C 0.3790 1.0169 -0.4283 0.790
N 1.2232 0.2150 -1.0410 -0.282
H -1.7259 -1.2848 1.0116 0.369
H 0.0397 -1.6920 0.6597 0.354
H -0.8951 -1.0808 -0.6951 0.446
H -1.5464 0.6633 2.3979 0.403
H 0.7324 2.7291 -1.5266 0.254
H 0.9799 -0.7245 -0.8708 0.254
H 1.7475 0.6458 -1.7859 0.238



95
Properties=species:S:1:pos:R:3:mulliken_charge:R:1 method="wB97M-V/def2-TZVPD" e_above_lowest_kj_mol=276.4 e_tot_ev=-83819.59818 s_squared=0.77 lumo_energy_ev="-0.631 / -0.641" gap_ev="6.5 / 6.3" multiplicity=2
Ru 1.0842 0.3695 0.2724 -0.776
O -0.9664 2.8654 3.0277 -0.687
C -0.3968 2.0118 2.3732 -0.341
N 0.0510 2.0957 1.0957 1.037
C -0.4143 3.0363 0.2246 -0.376
O -1.4690 3.6404 0.2778 -0.710
C 0.5493 3.2838 -0.9103 0.360
C 0.4414 4.4356 -1.6770 -0.802
C 1.3643 4.6529 -2.6839 -0.746
C 2.3698 3.7183 -2.8884 -1.292
C 2.3909 2.5887 -2.0898 -0.782
N 1.4942 2.3684 -1.1361 1.864
C -0.0428 0.6854 2.9958 1.077
C -0.8413 0.1709 4.0053 -0.942
C -0.5191 -1.0581 4.5489 -0.419
C 0.6229 -1.7066 4.0987 -0.926
C 1.3821 -1.1113 3.1121 -0.186
N 1.0506 0.0539 2.5473 0.482
H -0.3607 5.1302 -1.4709 0.579
H 1.2961 5.5308 -3.3128 0.480
H 3.1169 3.8517 -3.6588 0.526
H 3.1492 1.8241 -2.2197 0.518
H -1.7081 0.7343 4.3190 0.517
H -1.1453 -1.5052 5.3102 0.437
H 0.9333 -2.6563 4.5112 0.492
H 2.2949 -1.5716 2.7583 0.372
C 4.8604 4.8518 0.8278 -0.545
C 3.5553 4.6427 1.2483 -0.821
C 2.9959 3.3779 1.2190 -0.012
C 3.7287 2.2928 0.7405 0.037
C 5.0482 2.5119 0.3132 -0.503
C 5.6030 3.7758 0.3611 -0.710
N 3.1526 1.0058 0.6721 1.467
N 4.0163 0.0797 0.6818 -1.197
C 3.5484 -1.1724 0.4304 0.487
C 4.4597 -2.2409 0.4362 -0.311
C 4.0148 -3.5201 0.1880 -0.887
C 2.6619 -3.7399 -0.0677 -0.355
C 1.7660 -2.6756 -0.0741 0.072
C 2.1719 -1.3742 0.1577 0.360
H 5.2992 5.8399 0.8722 0.413
H 2.9637 5.4746 1.6085 0.455
H 1.9923 3.2200 1.5864 0.464
H 5.6077 1.6706 -0.0663 0.487
H 6.6194 3.9250 0.0193 0.388
H 5.4985 -2.0246 0.6555 0.463
H 4.7094 -4.3502 0.1986 0.345
H 2.2948 -4.7453 -0.2377 0.485
H 0.7254 -2.8647 -0.2596 0.185
N -0.7099 -0.4505 0.1960 1.109
P -2.0316 -1.2346 0.2119 -0.279
C -1.9572 -2.9884 0.7557 0.582
C -2.1598 -3.3003 2.0968 -0.836
C -2.0266 -4.6067 2.5442 -0.951
C -1.6707 -5.6124 1.6591 -0.695
C -1.4349 -5.3070 0.3260 -1.022
C -1.5715 -4.0022 -0.1216 -0.512
C -2.9100 -1.2445 -1.4017 1.062
C -2.9905 -0.0115 -2.0469 -1.297
C -3.5569 0.0897 -3.3066 -0.421
C -4.0768 -1.0396 -3.9246 -0.842
C -4.0737 -2.2534 -3.2560 -0.690
C -3.4988 -2.3570 -1.9958 -0.792
C -3.3375 -0.5076 1.2637 1.069
C -3.2075 0.7922 1.7284 -0.645
C -4.2161 1.3591 2.4969 -0.611
C -5.3598 0.6297 2.7833 -0.710
C -5.5079 -0.6629 2.2933 -0.791
C -4.5034 -1.2279 1.5252 -0.562
H -2.4375 -2.5156 2.7886 0.555
H -2.2095 -4.8420 3.5856 0.452
H -1.5726 -6.6332 2.0057 0.408
H -1.1453 -6.0867 -0.3677 0.466
H -1.3766 -3.7686 -1.1609 0.580
H -2.6176 0.8705 -1.5396 0.738
H -3.5935 1.0468 -3.8118 0.600
H -4.4944 -0.9722 -4.9210 0.392
H -4.5144 -3.1296 -3.7150 0.438
H -3.5197 -3.3055 -1.4793 0.528
H -2.3235 1.3663 1.4812 0.238
H -4.1007 2.3693 2.8687 0.552
H -6.1485 1.0696 3.3808 0.398
H -6.4070 -1.2255 2.5116 0.445
H -4.6164 -2.2291 1.1259 0.436
I -1.4279 2.5696 -4.8168 0.087
C -0.0309 1.1905 -4.0733 -0.884
C 0.9997 0.7228 -4.8714 -0.231
C 1.8670 -0.2055 -4.3156 -1.203
C 1.6819 -0.6006 -3.0003 -0.332
N 0.7043 -0.1271 -2.2289 0.836
C -0.1426 0.7479 -2.7674 0.188
H 1.1278 1.0685 -5.8878 0.469
H 2.6757 -0.6211 -4.9016 0.466
H 2.3346 -1.3313 -2.5354 0.366
H -0.9322 1.1082 -2.1236 0.325



100
Properties=species:S:1:pos:R:3:mulliken_charge:R:1 method="wB97M-V/def2-TZVPD" e_above_lowest_kj_mol=125.4 e_tot_ev=-175791.49751 total_charge=+4 s_squared=0.76 lumo_energy_ev="-12.693 / -14.522" gap_ev="5.4 / 3.6" multiplicity=2
Ti -0.0717 -0.2968 0.6818 -0.345
C -4.0776 -1.1740 -2.1570 -1.013
N -3.3931 -2.2376 -1.4193 0.666
C -4.1488 -3.4963 -1.3559 -1.148
C -2.1447 -2.1671 -0.9342 -1.592
N -1.7124 -1.0882 -0.2229 1.664
C -2.8306 -0.2396 0.2692 -0.433
C -2.5896 0.3277 1.6614 -2.056
N -1.3095 1.0856 1.7015 0.813
C -1.4494 2.4340 1.0653 -1.430
C -0.4930 2.5510 -0.0981 -0.341
N -0.8168 1.5234 -1.0512 0.738
C -1.3724 1.9141 -2.1745 -0.679
N -1.6636 1.0589 -3.1750 0.396
C -2.3798 1.4710 -4.3804 -1.205
C -1.0951 -0.2732 -3.2111 0.452
N -1.6947 3.2491 -2.4044 0.520
C -2.8330 3.8696 -1.7548 -1.089
C -1.0278 3.9885 -3.4622 -1.136
C -0.7905 1.2041 3.0847 -1.813
C 0.7279 1.2240 3.0732 -0.602
N 1.2885 0.0681 2.3136 1.412
C 2.4078 -0.4514 2.8132 -1.399
N 2.9552 0.1293 4.0062 0.585
C 4.1164 0.9831 3.9188 -1.019
C 2.4922 -0.2718 5.3180 -0.782
N 3.1358 -1.4449 2.3348 0.761
C 4.2733 -1.9926 3.1056 -0.882
C 2.9675 -2.0855 1.0378 -0.746
N -1.3020 -3.1999 -1.2218 0.346
C -0.4673 -3.8600 -0.2175 -0.308
C -1.5328 -4.0408 -2.4061 -1.166
H -4.3575 -1.5658 -3.1370 0.334
H -3.4315 -0.3113 -2.3015 0.356
H -4.9984 -0.8681 -1.6574 0.310
H -5.1456 -3.2606 -0.9811 0.413
H -3.6828 -4.1858 -0.6569 0.339
H -4.2699 -3.9676 -2.3315 0.386
H -3.7358 -0.8388 0.3434 0.925
H -2.9988 0.5810 -0.4288 0.201
H -2.5635 -0.4881 2.3829 0.640
H -3.4316 0.9673 1.9335 0.457
H -1.2585 3.2298 1.7852 0.561
H -2.4712 2.5508 0.7089 0.315
H 0.5345 2.3849 0.2483 -0.886
H -0.5449 3.5668 -0.4979 1.041
H -3.1000 2.2516 -4.1558 0.341
H -2.9220 0.6119 -4.7732 0.437
H -1.6999 1.8207 -5.1592 0.396
H -0.7188 -0.5014 -2.2233 -1.304
H -0.2841 -0.3277 -3.9443 0.515
H -1.8585 -0.9981 -3.5014 0.447
H -3.4097 3.1290 -1.1985 0.340
H -3.4946 4.3200 -2.5003 0.402
H -2.5373 4.6783 -1.0752 0.313
H -0.1819 3.4206 -3.8466 0.315
H -0.6580 4.9439 -3.0804 0.400
H -1.7026 4.2240 -4.2925 0.377
H -1.1462 0.3768 3.6882 0.598
H -1.1396 2.1238 3.5552 0.455
H 1.0530 1.2257 4.1105 0.424
H 1.0651 2.1692 2.6372 0.499
H 4.9499 0.5572 4.4896 0.480
H 3.8846 1.9495 4.3867 0.390
H 4.4076 1.1458 2.8824 0.346
H 2.2946 0.6120 5.9352 0.453
H 3.2874 -0.8302 5.8303 0.453
H 1.6017 -0.8939 5.2405 0.202
H 3.9840 -2.2209 4.1303 0.304
H 5.1330 -1.3229 3.1021 0.327
H 4.5832 -2.9238 2.6423 0.398
H 3.8284 -1.8517 0.4079 0.476
H 2.0626 -1.7551 0.5502 -0.203
H 2.9162 -3.1618 1.1791 0.663
H 0.0199 -3.1298 0.4304 -1.096
H 0.3021 -4.4399 -0.7224 0.438
H -1.0575 -4.5403 0.3983 0.465
H -2.0651 -3.4868 -3.1743 0.344
H -2.0816 -4.9538 -2.1755 0.472
H -0.5640 -4.3403 -2.8074 0.412
Cl 0.8212 -3.9723 2.7384 -0.285
Ge -0.5686 -2.3258 2.5624 1.607
Cl -2.4983 -3.2279 2.0898 -0.248
Cl -0.8473 -1.7900 4.6488 -0.242
N 1.1408 -1.7769 -2.2360 0.179
C 1.7857 -0.6496 -1.9035 -0.110
N 1.5747 0.0577 -0.7908 1.895
C 2.5630 1.0824 -0.7058 -0.477
C 2.7973 1.9818 0.3336 -0.230
C 3.8118 2.9203 0.2273 -1.225
C 4.6300 2.9810 -0.8961 -0.934
C 4.4489 2.0722 -1.9217 -0.387
C 3.4276 1.1418 -1.8038 0.920
S 3.0530 -0.1192 -2.9430 -0.219
H 0.1995 -1.9835 -1.9242 -0.869
H 1.4204 -2.2148 -3.1021 0.395
H 2.2101 1.9512 1.2333 -0.163
H 3.9675 3.6247 1.0347 0.540
H 5.4086 3.7283 -0.9614 0.482
H 5.0892 2.0809 -2.7943 0.531